Model P:
{"formula": "C36H72O12", "method": "ωB97M-V/def2-TZVPD", "species": ["C", "C", "O", "C", "H", "H", "H", "H", "H", "H", "C", "C", "O", "C", "H", "H", "H", "H", "H", "H", "C", "C", "O", "C", "H", "H", "H", "H", "H", "H", "C", "C", "O", "C", "H", "H", "H", "H", "H", "H", "C", "C", "O", "C", "H", "H", "H", "H", "H", "H", "C", "C", "O", "C", "H", "H", "H", "H", "H", "H", "C", "C", "O", "C", "H", "H", "H", "H", "H", "H", "C", "C", "O", "C", "H", "H", "H", "H", "H", "H", "C", "C", "O", "C", "H", "H", "H", "H", "H", "H", "C", "C", "O", "C", "H", "H", "H", "H", "H", "H", "C", "C", "O", "C", "H", "H", "H", "H", "H", "H", "C", "C", "O", "C", "H", "H", "H", "H", "H", "H"], "positions_angstrom": [[-0.60459, 3.09047, 1.03136], [0.62592, 3.78057, 0.44688], [0.91997, 3.76248, -0.77335], [1.64829, 4.42169, 1.45504], [-1.24438, 3.84491, 1.48916], [-0.25293, 2.44543, 1.83657], [-1.24352, 2.65735, 0.26177], [1.42833, 4.30751, 2.51649], [1.64277, 5.50524, 1.33673], [2.65710, 4.03461, 1.31162], [-2.34027, -3.52488, 1.67449], [-3.47570, -3.68537, 0.74042], [-3.34454, -4.49837, -0.17676], [-4.75113, -2.94984, 0.92426], [-1.63125, -2.81377, 1.25057], [-1.85546, -4.46285, 1.94520], [-2.74194, -3.10138, 2.59504], [-4.64933, -2.11828, 1.62156], [-5.55963, -3.57521, 1.30288], [-5.17725, -2.77046, -0.06284], [0.83237, -6.73019, -0.82175], [0.99166, -5.58250, -1.75874], [1.38827, -5.83125, -2.88029], [0.61013, -4.18503, -1.33279], [1.74639, -7.09676, -0.35453], [0.48106, -7.52428, -1.48061], [0.00040, -6.50158, -0.15568], [0.12437, -3.74038, -2.20137], [1.53303, -3.65914, -1.08827], [-0.16538, -4.22436, -0.56784], [-0.14372, 0.62050, -7.03378], [0.03818, -0.54402, -6.07027], [0.24425, -1.73288, -6.42538], [0.40003, -0.22663, -4.62474], [0.19061, 0.27904, -8.01344], [0.48121, 1.43506, -6.66763], [-1.19304, 0.91090, -7.08548], [0.85755, -1.06216, -4.09496], [-0.47603, -0.02618, -4.00793], [1.02363, 0.65956, -4.74257], [0.28354, 0.60844, 5.60127], [-0.34018, 1.90045, 6.03901], [-0.67380, 1.88577, 7.17968], [-0.42912, 3.08011, 5.12641], [0.37213, 0.50824, 4.51951], [-0.15659, -0.33900, 5.91231], [1.32220, 0.50511, 5.91529], [-0.64387, 4.02868, 5.61855], [-1.25530, 3.00647, 4.41924], [0.48648, 3.19477, 4.54622], [7.45797, 0.45602, 2.06652], [6.05879, -0.09219, 2.06987], [5.36586, -0.16513, 3.07771], [5.42774, -0.53695, 0.79117], [7.46668, 1.46611, 1.65696], [8.08335, -0.06508, 1.34163], [8.01556, 0.38678, 3.00054], [5.89851, -1.47494, 0.49682], [5.56461, 0.21062, 0.00982], [4.35158, -0.64986, 0.92249], [-4.19095, 0.41898, -1.78194], [-5.05696, -0.64400, -2.44947], [-4.70202, -1.26903, -3.46448], [-6.51600, -0.78636, -1.91968], [-3.31437, -0.01188, -1.29814], [-4.74163, 1.01544, -1.05457], [-3.91593, 1.18422, -2.50780], [-6.63752, -0.28568, -0.95913], [-6.80290, -1.83584, -1.85356], [-7.19340, -0.26743, -2.59787], [3.01970, 4.66233, -3.75135], [3.04804, 3.15755, -3.78331], [2.90943, 2.55905, -4.85110], [3.29270, 2.30760, -2.56607], [2.57957, 4.93240, -2.79143], [2.41656, 5.08145, -4.55675], [4.01018, 5.11717, -3.76431], [2.39456, 1.76659, -2.26815], [3.50172, 2.99257, -1.74435], [4.16822, 1.65915, -2.59885], [-0.33358, 2.82349, -3.47333], [-1.81323, 2.78129, -3.62295], [-2.52506, 2.86872, -2.66151], [-2.29729, 3.03886, -4.96342], [0.18388, 2.68586, -4.42275], [0.02221, 2.26980, -2.60446], [-0.10334, 3.88122, -3.34562], [-3.37590, 3.19560, -4.97463], [-2.07542, 2.11556, -5.49858], [-1.89546, 3.93712, -5.43221], [-5.29032, 0.60348, 3.76796], [-4.00639, 1.10817, 3.04157], [-4.10791, 1.90628, 2.14281], [-2.70682, 0.43155, 3.28980], [-5.49519, 1.32051, 4.56293], [-5.36819, -0.40454, 4.17531], [-6.14226, 0.60672, 3.08803], [-2.64303, 0.45007, 4.37777], [-1.85671, 1.02251, 2.94892], [-2.91550, -0.57213, 2.91943], [2.15815, 0.17659, 0.22899], [0.64830, -0.07488, 0.56063], [0.14901, 0.21538, 1.65004], [-0.19217, -0.64380, -0.55349], [2.28475, 0.99207, -0.48309], [2.68481, -0.66643, -0.21828], [2.70993, 0.45611, 1.12649], [0.38941, -1.37235, -1.11837], [-0.59912, 0.15424, -1.17446], [-1.08970, -1.05997, -0.09597], [2.40436, -2.54917, 2.74733], [1.90961, -3.38217, 3.83585], [0.69455, -3.46032, 4.10430], [3.01536, -4.09916, 4.70572], [2.70176, -3.17791, 1.90809], [3.36303, -2.10121, 3.00883], [1.64272, -1.82725, 2.45265], [3.44942, -5.03078, 4.34273], [2.59775, -4.39962, 5.66667], [3.88253, -3.47543, 4.92273]], "lowdin_charge": [-0.014, -0.382, 0.003, -0.008, 0.093, 0.053, 0.086, 0.053, 0.079, 0.076, -0.021, -0.493, 0.046, -0.006, 0.071, 0.094, 0.074, 0.070, 0.097, 0.077, -0.021, -0.502, 0.063, -0.019, 0.090, 0.088, 0.074, 0.088, 0.083, 0.064, -0.013, -0.419, 0.027, -0.025, 0.087, 0.073, 0.072, 0.081, 0.073, 0.049, -0.032, -0.515, 0.087, -0.010, 0.056, 0.089, 0.088, 0.088, 0.074, 0.073, -0.020, -0.484, 0.049, -0.025, 0.090, 0.080, 0.087, 0.099, 0.088, 0.029, -0.016, -0.430, 0.031, -0.030, 0.073, 0.075, 0.056, 0.062, 0.073, 0.081, -0.015, -0.471, 0.030, -0.028, 0.069, 0.088, 0.090, 0.054, 0.070, 0.091, -0.037, -0.533, 0.070, -0.013, 0.063, 0.069, 0.099, 0.095, 0.073, 0.106, -0.019, -0.493, 0.060, -0.010, 0.080, 0.071, 0.074, 0.087, 0.056, 0.082, -0.005, -0.423, 0.016, 0.006, 0.050, 0.075, 0.075, 0.067, 0.080, 0.070, -0.029, -0.441, 0.033, -0.015, 0.098, 0.074, 0.072, 0.074, 0.072, 0.070], "gap_ev": 9.4, "total_charge": 0, "lumo_energy_ev": 0.09}

---

Model Q:
{"formula": "C36H72O12", "method": "ωB97M-V/def2-TZVPD", "species": ["C", "C", "O", "C", "H", "H", "H", "H", "H", "H", "C", "C", "O", "C", "H", "H", "H", "H", "H", "H", "C", "C", "O", "C", "H", "H", "H", "H", "H", "H", "C", "C", "O", "C", "H", "H", "H", "H", "H", "H", "C", "C", "O", "C", "H", "H", "H", "H", "H", "H", "C", "C", "O", "C", "H", "H", "H", "H", "H", "H", "C", "C", "O", "C", "H", "H", "H", "H", "H", "H", "C", "C", "O", "C", "H", "H", "H", "H", "H", "H", "C", "C", "O", "C", "H", "H", "H", "H", "H", "H", "C", "C", "O", "C", "H", "H", "H", "H", "H", "H", "C", "C", "O", "C", "H", "H", "H", "H", "H", "H", "C", "C", "O", "C", "H", "H", "H", "H", "H", "H"], "positions_angstrom": [[-1.16440, -1.38678, 0.68073], [-1.12509, -0.02022, 0.03564], [-2.15042, 0.61052, -0.27390], [0.27177, 0.48976, -0.44659], [-0.83369, -2.04613, -0.12175], [-2.17838, -1.59700, 1.02097], [-0.40736, -1.36708, 1.46469], [1.18840, -0.07293, -0.26978], [0.48408, 1.48156, -0.04740], [0.23684, 0.81531, -1.48625], [-2.76934, 7.55656, -3.47436], [-2.53423, 8.50002, -4.62228], [-2.24539, 9.69061, -4.55927], [-2.51197, 7.85562, -5.97957], [-2.33279, 8.11182, -2.64418], [-2.35488, 6.56110, -3.63369], [-3.84184, 7.36916, -3.42218], [-1.51413, 7.91898, -6.41364], [-3.19047, 8.37345, -6.65751], [-2.70205, 6.78345, -6.02880], [7.41766, 2.80041, 3.28005], [7.63500, 4.03569, 4.17571], [8.56886, 4.17317, 5.00448], [6.59671, 5.05466, 4.09121], [8.16961, 2.03086, 3.45464], [7.41652, 2.84795, 2.19109], [6.42000, 2.39315, 3.44412], [5.67921, 4.52372, 3.83742], [6.89098, 5.71755, 3.27752], [6.46045, 5.63543, 5.00349], [-1.31810, -3.95876, -6.11201], [0.15008, -4.31165, -6.18525], [0.58121, -4.85281, -7.16680], [0.99070, -4.04630, -4.98330], [-1.54561, -2.89574, -6.03247], [-1.72940, -4.35642, -5.18423], [-1.94651, -4.40547, -6.88250], [1.87077, -4.68888, -5.00966], [0.45712, -4.22815, -4.05039], [1.33075, -3.01789, -4.86148], [-4.48185, -4.27985, 6.51758], [-5.76486, -3.61439, 6.09376], [-5.97329, -2.41168, 6.36020], [-6.78146, -4.35302, 5.23890], [-3.70601, -3.51571, 6.47001], [-4.23337, -5.15323, 5.91463], [-4.47716, -4.53273, 7.57783], [-6.86635, -5.39475, 5.54823], [-6.58220, -4.29559, 4.16881], [-7.80072, -3.96761, 5.26492], [2.13464, -10.29279, 4.54486], [2.51673, -8.82388, 4.45876], [3.46422, -8.35688, 5.16030], [1.81073, -8.01035, 3.44327], [2.34287, -10.74988, 3.57748], [1.05296, -10.40363, 4.62097], [2.49570, -10.90054, 5.37453], [2.43130, -7.13126, 3.26954], [0.89140, -7.69629, 3.93754], [1.55677, -8.40299, 2.45867], [1.33018, 2.08817, -10.34642], [1.43645, 2.90099, -9.07926], [0.68707, 2.74055, -8.15623], [2.46633, 3.96504, -8.99633], [0.52462, 1.36909, -10.19778], [2.29708, 1.63437, -10.56386], [1.08320, 2.83580, -11.10018], [1.92057, 4.83691, -9.35702], [3.28144, 3.77374, -9.69424], [2.84927, 4.13453, -7.98998], [-6.29789, 1.31141, -6.81909], [-7.03684, 1.96843, -7.99679], [-8.11923, 2.45541, -7.84050], [-6.25311, 2.15904, -9.26560], [-5.92977, 0.32545, -7.10276], [-6.95425, 1.19557, -5.95660], [-5.39962, 1.86170, -6.53915], [-6.75809, 2.85337, -9.93717], [-6.21359, 1.17994, -9.74298], [-5.21829, 2.42957, -9.05566], [4.31566, 7.41923, -1.85391], [5.68191, 7.85265, -2.24665], [6.25083, 7.35390, -3.16418], [6.17853, 9.12898, -1.59825], [3.69794, 8.20249, -2.29327], [4.14682, 7.48357, -0.77900], [4.15935, 6.43315, -2.29131], [6.31911, 9.94764, -2.30404], [7.03547, 8.78929, -1.01658], [5.47854, 9.50756, -0.85340], [-3.87506, -10.78995, 0.33854], [-4.70318, -9.49455, 0.19516], [-4.28964, -8.47841, 0.71863], [-6.08917, -9.60416, -0.45497], [-2.87003, -10.47141, 0.61520], [-3.77154, -11.27265, -0.63325], [-4.34522, -11.46979, 1.04906], [-6.91416, -9.20165, 0.13279], [-6.31868, -10.66695, -0.53179], [-5.95886, -9.08404, -1.40396], [5.90652, -1.33967, 8.60635], [4.57309, -1.72538, 8.13294], [3.99440, -1.14501, 7.17761], [3.73491, -2.40378, 9.14667], [5.97849, -0.25496, 8.68575], [6.72764, -1.67519, 7.97286], [6.26061, -1.57783, 9.60935], [2.90845, -1.70413, 9.27149], [4.30639, -2.51072, 10.06866], [3.29483, -3.32276, 8.75951], [-0.96656, 5.05029, 5.99854], [-0.26107, 4.78444, 7.29788], [0.86747, 5.14844, 7.48366], [-0.90711, 4.14318, 8.46989], [-1.58635, 5.94507, 5.94087], [-1.56337, 4.18220, 5.71863], [-0.20675, 5.04799, 5.21700], [-0.25712, 3.41037, 8.94803], [-1.78123, 3.62620, 8.07399], [-1.29812, 4.92599, 9.11982]], "lowdin_charge": [-0.026, -0.448, 0.030, -0.033, 0.088, 0.085, 0.084, 0.070, 0.074, 0.076, -0.021, -0.496, 0.052, -0.040, 0.086, 0.083, 0.092, 0.087, 0.086, 0.071, -0.028, -0.465, 0.031, -0.043, 0.077, 0.079, 0.077, 0.081, 0.097, 0.094, -0.030, -0.511, 0.079, -0.029, 0.084, 0.075, 0.081, 0.086, 0.077, 0.088, -0.028, -0.452, 0.025, -0.034, 0.084, 0.079, 0.087, 0.075, 0.086, 0.078, -0.033, -0.457, 0.020, -0.039, 0.084, 0.076, 0.081, 0.086, 0.094, 0.087, -0.017, -0.544, 0.066, -0.028, 0.085, 0.085, 0.088, 0.094, 0.079, 0.091, -0.025, -0.506, 0.076, -0.028, 0.075, 0.079, 0.079, 0.085, 0.084, 0.082, -0.028, -0.546, 0.083, -0.023, 0.097, 0.083, 0.088, 0.089, 0.089, 0.069, -0.028, -0.474, 0.049, -0.020, 0.075, 0.075, 0.084, 0.082, 0.070, 0.087, -0.043, -0.475, 0.022, -0.029, 0.096, 0.091, 0.076, 0.095, 0.076, 0.092, -0.020, -0.524, 0.068, -0.028, 0.090, 0.076, 0.082, 0.092, 0.071, 0.093], "gap_ev": 9.6, "total_charge": 0, "lumo_energy_ev": 0.10}

---

Consider the structures shown above. The most stable of them is model P.